{
  "formula": "C3H2Cl2FN",
  "method": "ωB97M-V with the def2-TZVPD basis set",
  "homo_lumo_gap_ev": 12.33,
  "charge": 0,
  "homo_energy_ev": -11.808,
  "smiles": "N#CCC(F)(Cl)Cl",
  "species": ["C", "C", "C", "H", "H", "N", "F", "Cl", "Cl"],
  "positions_angstrom": [[-0.5406, 0.7750, 0.2834], [0.6031, -0.2217, 0.0459], [0.2892, -1.4041, -0.7038], [1.0380, -0.5415, 0.9888], [1.4125, 0.3080, -0.4457], [0.1656, -2.4211, -1.2348], [0.0590, 1.8472, 0.9367], [-1.8451, 0.1719, 1.3307], [-1.1818, 1.4862, -1.2013]],
  "forces_ev_per_angstrom": [[0.6, 1.1, 0.5], [0.0, 0.6, 0.3], [-0.2, -1.6, -0.7], [-0.3, 0.1, 0.4], [0.0, 0.3, -0.3], [-0.1, 0.9, 0.3], [-0.3, -0.8, 0.0], [0.5, 0.0, -0.4], [0.0, -0.5, 0.0]]
}